1.
ORCA calculation (wB97M-V/def2-TZVPD) on a molecular structure, C29H31GaN4SSb at a distorted geometry.

- Relative energy (zero: lowest compared OMol25 entry of this formula, charge and spin): 583.7 kJ/mol
- F_max: 0.1709 hartree/bohr
- Gap between HOMO and LUMO (alpha / beta): 6.49 / 4.83 eV
- HOMO energy (alpha / beta): -10.22 / -9.55 eV

```
! wB97M-V def2-TZVPD RIJCOSX def2/J DEFGRID3
* xyz 1 1
H -1.86926 3.91657 -1.41815
C -4.24967 2.87493 1.04789
S -1.33018 -1.71176 0.90259
C -5.55681 2.76642 0.56951
N -0.43574 -2.84045 3.17797
C -3.83821 1.41170 -4.69619
C 0.69714 1.99490 -5.01981
H -4.82178 -2.97142 -5.87987
C 2.48544 -0.08633 0.84412
C -4.30796 -2.31829 -5.18638
Ga 0.00000 0.00000 0.00000
H 3.47870 -0.83224 2.63381
C 2.47106 0.52801 -0.55861
H 4.73902 0.77496 -0.76126
H -0.64378 1.14166 0.93588
H -1.45381 1.28875 1.22331
H -1.77571 2.92651 1.88384
C 1.24651 1.03570 -2.47664
H -2.23815 5.04496 -2.73951
H 0.98680 3.93687 -5.88907
H 4.29502 0.54094 1.80658
H 4.57683 1.58362 -3.05510
H -2.32045 -2.45790 -2.44705
Sb -1.86690 0.45517 -1.83947
C -3.45829 1.48402 -0.78783
H -1.21333 -3.50084 3.01141
H -0.64417 5.04593 -4.42716
C 3.72216 -0.39760 1.64280
H 0.01126 -2.81271 4.10210
C -0.47272 3.98337 -4.30778
C -1.17487 3.24721 -3.33349
N 1.29378 -0.30964 1.26770
H 0.20765 0.18838 -3.98379
H -3.17927 3.53255 -2.60199
C -3.19042 2.22938 0.38475
C -2.97220 -0.62434 -3.37959
C 0.01138 1.25022 -4.06153
C -5.82332 2.00235 -0.56555
H -1.08288 2.74519 0.24007
C 3.68158 1.29326 -2.51293
H -4.26851 1.93603 -3.82820
H -3.48924 -3.93384 -4.03168
C -2.89538 -2.01892 -3.25225
N 1.26462 1.29257 -0.97737
C -4.78154 1.35911 -1.23526
N 0.98488 -1.16175 2.31150
H -5.01656 0.75767 -2.09826
H 0.27878 1.06209 -2.96544
C 3.77371 0.83994 -1.25021
C 0.45558 3.36015 -5.14296
H -4.97613 -0.54081 -6.16196
H -4.49116 1.63507 -5.56651
H -6.83972 1.90251 -0.92472
H 1.41470 1.51033 -5.66971
C 2.35591 1.37420 -3.17493
C -4.39305 -0.93479 -5.33858
C -0.92594 1.85517 -3.21028
C -3.55731 -2.85971 -4.14670
H -2.84528 1.82715 -4.93778
C -2.17162 3.96840 -2.47459
C -3.72852 -0.06836 -4.44953
H 2.27507 1.73595 -4.19599
H 4.35378 -1.11671 1.08412
H -6.36750 3.26124 1.08914
H -4.06858 3.45310 1.94555
C -0.01872 -1.98189 2.14665
C -1.80009 2.30992 0.96035
*
```

Results of the Mulliken charge analysis, in e, for atoms 1 through 8: atom 1 (H): 0.047, atom 2 (C): -0.889, atom 3 (S): -0.386, atom 4 (C): -0.673, atom 5 (N): -0.433, atom 6 (C): -0.666, atom 7 (C): -0.759, atom 8 (H): 0.410


2.
ORCA calculation (wB97M-V/def2-TZVPD) on a molecular structure, C29H31N8OPbS2 at a distorted geometry.

- Relative energy (zero: lowest compared OMol25 entry of this formula, charge and spin): 101.5 kJ/mol
- F_max: 0.0537 hartree/bohr
- Gap between HOMO and LUMO: 4.41 eV
- HOMO energy: -15.41 eV

```
! wB97M-V def2-TZVPD RIJCOSX def2/J DEFGRID3
* xyz 3 1
C -1.60516 2.03680 -1.61550
C 4.47457 -1.46463 4.27785
C -1.12415 3.18695 -3.73942
H 2.83575 6.22194 0.53415
C 4.64570 -1.56225 2.88910
N 2.16193 1.01467 1.28353
S 3.57285 -1.23044 0.28886
H -0.75758 -0.05893 -2.90656
N -2.25057 3.15365 -1.18899
C -2.25841 4.12071 -3.46064
H 3.12624 -1.67071 6.02451
C 3.75468 4.26199 0.64503
H -1.97103 -6.69022 -4.19780
C 2.68160 5.15030 0.79792
C -1.78243 -5.87677 -3.51907
N -1.00744 -2.73355 -0.80672
C 2.30512 2.43789 1.31112
C -0.54069 -5.23222 -3.63422
H -3.45793 -2.37928 1.34639
C 3.56890 -2.03662 1.96489
H 0.82772 -3.75695 -2.72153
C 1.23980 3.32416 1.54679
H 5.61401 -1.27818 2.49437
H -3.74907 -5.84747 -2.46112
C -2.32854 -4.42101 -1.70450
H -3.48243 2.37184 0.42536
C -1.27001 -2.12160 2.83134
N 1.05442 -2.10670 2.08855
N -3.01978 -3.71910 -0.73908
Pb 0.37682 -0.62486 0.11027
C 3.59576 2.88002 0.92305
C 3.22984 -1.74773 4.92960
N 0.75453 -2.01105 4.32140
H 4.68597 4.63057 0.26489
H 3.74035 -3.10265 1.65458
C -2.39184 4.40073 -1.97960
H 0.61980 0.99193 -3.15676
H -1.93727 3.13539 0.87423
H -2.09841 5.06280 -3.94648
O -1.48059 1.05084 -0.85209
H 0.13288 -5.52789 -4.44542
N -1.65200 -1.24148 1.64269
C 2.29076 -2.02875 2.68561
C -2.21929 -2.74409 -0.24996
H -3.29174 4.16469 0.29028
C 3.31164 0.45828 0.82261
C -0.42128 0.85830 -3.38971
H -3.31964 4.94346 -1.80484
H -0.18695 3.71914 -3.58908
H 0.24984 2.92881 1.85455
H -3.20424 3.77865 -3.88957
H -3.99485 -3.94744 -0.43408
H 0.63547 5.37687 1.41518
N -1.19647 2.00353 -2.90511
C 1.44987 4.66105 1.26214
C -0.16612 -4.23322 -2.72699
C -2.80057 3.20006 0.17592
H -1.96725 -0.35004 2.02802
C 2.14501 -1.98445 4.09594
H -1.05666 2.83707 -4.74966
H -3.33044 -0.93666 0.26911
H 0.26042 -1.94263 5.25026
H -0.63350 0.75683 -4.46708
H -1.54485 5.06085 -1.61967
H -1.52461 -3.18106 2.54280
C 0.18306 -2.05515 3.09503
C -1.09532 -3.76013 -1.80650
H 5.29953 -1.09751 4.85705
H -1.95114 -1.82924 3.69938
S 4.68568 1.58922 0.68283
C -2.69978 -5.47017 -2.53707
C -2.74050 -1.76715 0.74764
*
```

Results of the Mulliken charge analysis, in e, for atoms 1 through 8: atom 1 (C): 0.378, atom 2 (C): -0.627, atom 3 (C): -0.606, atom 4 (H): 0.402, atom 5 (C): -0.728, atom 6 (N): -0.140, atom 7 (S): -0.011, atom 8 (H): 0.194


3.
ORCA calculation (wB97M-V/def2-TZVPD) on a molecular structure, C29H32AsN6RbS2.

- Relative energy (zero: lowest compared OMol25 entry of this formula, charge and spin): 16.6 kJ/mol
- F_max: 0.0179 hartree/bohr
- Gap between HOMO and LUMO: 6.15 eV
- HOMO energy: -6.26 eV

```
! wB97M-V def2-TZVPD RIJCOSX def2/J DEFGRID3
* xyz 0 1
C 3.30040 0.24594 0.39686
C 4.32699 -1.54997 5.36828
H -7.06718 1.17330 -0.07837
H -6.95967 1.86674 1.55442
C 3.45781 -3.05616 -0.44461
N -0.77618 2.10151 -2.31507
H 4.39489 -4.59569 -1.60311
C 4.75449 -2.28883 4.27675
C 2.86071 -5.38191 -0.34365
H -4.87286 3.52191 -1.61651
H 5.20507 3.09109 -1.38770
H 1.79183 0.14946 3.90034
H -2.46759 3.75692 1.26321
C 3.72410 1.56144 -1.58189
H 3.53142 1.77994 -2.62274
C 2.62703 -0.54205 4.01452
Rb -0.56916 0.26423 0.16093
C -2.72923 3.70024 0.20832
N -5.17685 1.06056 0.81325
H 0.78074 3.52969 -2.36185
C -3.92027 -1.05245 -3.46689
C 3.04411 -1.27972 2.91193
H 5.58718 -2.97246 4.38447
N -2.75550 -0.14351 -1.79445
H -6.26818 2.73597 0.18643
C 1.66648 -3.78467 0.97563
N -2.87090 -0.34839 -3.98139
C -4.26687 2.65683 -1.33462
H 3.02937 -6.40504 -0.64785
C -6.43342 1.74779 0.60082
C 0.35794 2.65281 -2.81257
H -5.51305 -0.01442 2.60322
H 5.59910 2.65928 1.01612
C 3.26461 -0.67094 5.23559
S 1.78845 -0.39996 -1.73081
N -0.12855 0.95303 -4.08336
C -5.30952 -0.17896 1.54098
C 0.79048 1.93690 -3.89392
H -4.84198 1.74641 -1.47219
H 0.87703 -3.53547 1.68933
H -2.66828 -0.25392 -4.96278
H -6.12783 -0.75148 1.10321
H 4.39068 0.81270 2.14125
H -3.06250 4.68156 -0.13493
As 2.08631 -1.00570 1.22847
N -3.81224 2.76310 0.03404
H -4.38079 -0.74152 1.45466
C -3.82400 -0.91592 -2.11309
H -4.45465 -1.32840 -1.35067
C 1.86671 -5.09239 0.57652
H 4.45896 -2.72439 2.19820
H 2.93749 -0.09587 6.09143
H 4.83065 -1.65430 6.32032
C -4.00787 1.75991 0.92194
C 4.89352 2.05448 0.46307
C 4.11747 -2.15156 3.05550
C -1.04590 1.06371 -3.08328
H -3.39333 2.60695 -1.99083
C 3.63978 -4.36250 -0.86582
C 2.47329 -2.76057 0.48781
C 4.65547 2.30416 -0.88241
H -0.00893 0.17325 -4.70729
H 1.64994 2.04721 -4.52287
H -4.62601 -1.56346 -4.08810
S -2.92160 1.41833 2.13393
C 4.21069 1.02531 1.09257
H -1.84481 3.40480 -0.36985
H 1.25162 -5.88288 0.98318
C 3.01036 0.53626 -0.95276
H 4.06314 -2.25495 -0.85613
C -2.19062 0.19669 -2.93315
*
```

Results of the Mulliken charge analysis, in e, for atoms 1 through 8: atom 1 (C): 0.263, atom 2 (C): -0.386, atom 3 (H): 0.324, atom 4 (H): 0.356, atom 5 (C): 0.379, atom 6 (N): 0.067, atom 7 (H): 0.405, atom 8 (C): -0.702


What is the F_max in the second record?
0.0537 hartree/bohr